No. 1
Computed, not measured: a 2-piece molecular cluster, C2H6NPS overall in a non-equilibrium geometry, with wB97M-V/def2-TZVPD.

Properties
Largest force on an atom in eV/A: 1.7
<S²>: 2.01
Orbital gap (alpha / beta) in Ha: 0.23980 / 0.29360
ΔE to the lowest compared entry with this formula, charge and spin in kcal/mol: 31.9
HOMO (alpha / beta) in eV: -6.255 / -9.665

ORCA input file:
```
! wB97M-V def2-TZVPD RIJCOSX def2/J DEFGRID3
* xyz 0 3
C 0.02907 -1.74785 0.61249
C 0.56353 -0.55358 1.21643
N -1.35237 -0.63438 -1.06279
P -0.93383 0.77724 -1.67866
S 0.01270 -3.29597 0.57729
H 1.65128 -0.60106 1.31930
H 0.31783 0.34133 0.61991
H 0.13384 -0.40989 2.21284
H -2.24633 -0.68412 -0.59852
H 0.33122 0.41501 -2.16411
H -0.38577 1.58572 -0.63467
*
```



No. 2
Computed, not measured: a 2-piece molecular cluster, C2H6NS overall in a non-equilibrium geometry, with wB97M-V/def2-TZVPD.

Properties
Largest force on an atom in eV/A: 1.3
Orbital gap in Ha: 0.26426
ΔE to the lowest compared entry with this formula, charge and spin in kcal/mol: 19.7
HOMO in eV: -2.771

ORCA input file:
```
! wB97M-V def2-TZVPD RIJCOSX def2/J DEFGRID3
* xyz -1 1
S 2.57333 -0.12576 -0.92473
H 3.48142 -0.90072 -0.25338
C -1.16909 -0.71394 -0.26488
C -0.36584 1.25317 0.58430
N -1.42123 0.57069 0.41964
H -1.11413 -1.53734 0.47005
H -0.14635 -0.82554 -0.65482
H -2.04410 -0.89577 -0.88766
H -0.46632 2.16403 1.18828
H 0.67231 1.01118 0.32320
*
```



No. 3
Computed, not measured: a 2-piece molecular cluster, C2H6NS overall in a non-equilibrium geometry, with wB97M-V/def2-TZVPD.

Properties
Largest force on an atom in eV/A: 1.8
<S²>: 0.75
Orbital gap (alpha / beta) in Ha: 0.13195 / 0.25852
ΔE to the lowest compared entry with this formula, charge and spin in kcal/mol: 20.3
HOMO (alpha / beta) in eV: 3.699 / 0.222

ORCA input file:
```
! wB97M-V def2-TZVPD RIJCOSX def2/J DEFGRID3
* xyz -2 2
S 0.23532 -2.57087 0.11923
H -0.90550 -2.20129 -0.57503
C 0.49285 1.46921 0.88930
C -1.03101 2.04210 -0.86022
N 0.20148 2.08698 -0.38935
H 1.41226 0.94458 0.71210
H 0.72413 2.14775 1.72313
H -0.20757 0.65563 1.23954
H -1.20096 2.73604 -1.67055
H -1.76895 1.17451 -0.78592
*
```



No. 4
Computed, not measured: C2H6O as an isolated structure, with wB97M-V/def2-TZVPD.

Properties
Largest force on an atom in eV/A: 0.2
Orbital gap in Ha: 0.31035
ΔE to the lowest compared entry with this formula, charge and spin in kcal/mol: 100.3
HOMO in eV: -7.754

ORCA input file:
```
! wB97M-V def2-TZVPD RIJCOSX def2/J DEFGRID3
* xyz 0 1
C 1.19493 -0.04582 0.04091
O 0.17987 -0.68473 -0.47507
C -1.00718 -0.16380 -0.63277
H -0.08114 0.28851 1.54315
H 2.09059 -0.64282 0.14374
H 1.23216 1.03547 -0.05288
H -1.08943 0.91067 -0.76694
H -0.83676 0.24231 1.30530
H -1.74523 -0.84885 -1.02618
*
```



No. 5
Computed, not measured: a 2-piece molecular cluster, C2H6O overall in a non-equilibrium geometry, with wB97M-V/def2-TZVPD.

Properties
Largest force on an atom in eV/A: 7.5
Orbital gap in Ha: 0.38357
SMILES string: C=O.C
ΔE to the lowest compared entry with this formula, charge and spin in kcal/mol: 41.3
HOMO in eV: -10.460

ORCA input file:
```
! wB97M-V def2-TZVPD RIJCOSX def2/J DEFGRID3
* xyz 0 1
C 0.39696 1.46809 1.02607
O -0.49031 0.71162 0.39917
H 1.27591 1.87190 0.53913
H 0.05305 1.94761 1.95649
C 0.01618 -1.79456 -1.18344
H -0.74488 -1.98966 -0.36848
H -0.58571 -2.02504 -2.15813
H 0.85097 -2.60127 -1.07465
H 0.59427 -0.93766 -1.14357
*
```



No. 6
Computed, not measured: one molecule with the formula C2H6O2, with wB97M-V/def2-TZVPD.

Properties
Largest force on an atom in eV/A: 0.4
Orbital gap in Ha: 0.30603
ΔE to the lowest compared entry with this formula, charge and spin in kcal/mol: 100.5
HOMO in eV: -7.847

ORCA input file:
```
! wB97M-V def2-TZVPD RIJCOSX def2/J DEFGRID3
* xyz 0 1
O 1.58014 -0.81293 -0.96474
C 0.86045 0.01176 -0.12697
C -1.35970 0.21394 1.16301
O -0.55754 -0.16224 -0.34949
H 1.54270 -0.46263 -1.86433
H 1.06506 -0.26927 0.90766
H 1.03267 1.07968 -0.29262
H -2.37062 0.23237 0.70773
H -1.08926 1.29154 1.14964
H -0.70390 -1.12223 -0.32988
*
```



No. 7
Computed, not measured: one molecule with the formula C2H6O2, with wB97M-V/def2-TZVPD.

Properties
Largest force on an atom in eV/A: 0.5
Orbital gap in Ha: 0.39425
SMILES string: OCCO
ΔE to the lowest compared entry with this formula, charge and spin in kcal/mol: 15.2
HOMO in eV: -9.983

ORCA input file:
```
! wB97M-V def2-TZVPD RIJCOSX def2/J DEFGRID3
* xyz 0 1
O -0.69431 -0.37718 1.19686
C 0.49405 0.03699 0.54129
C 0.10874 0.35611 -0.91774
O -0.97173 -0.42602 -1.35441
H -0.48130 -0.69145 2.08299
H 0.90561 0.93695 1.01959
H 1.25938 -0.75085 0.57440
H -0.10975 1.43070 -1.01942
H 0.96396 0.13587 -1.56745
H -1.47466 -0.65112 -0.55611
*
```



No. 8
Computed, not measured: a 2-piece molecular cluster, C2H6O2PS overall in a non-equilibrium geometry, with wB97M-V/def2-TZVPD.

Properties
Largest force on an atom in eV/A: 5.8
Orbital gap in Ha: 0.27799
ΔE to the lowest compared entry with this formula, charge and spin in kcal/mol: 159.2
HOMO in eV: -3.676

ORCA input file:
```
! wB97M-V def2-TZVPD RIJCOSX def2/J DEFGRID3
* xyz -1 1
C 1.28152 0.95013 0.60825
C -0.26561 -0.89992 -0.74948
O -2.38367 -1.15094 0.21473
O -1.76898 1.19675 -0.18210
P 0.75150 -0.84312 0.60355
S -2.07181 -0.09511 -0.76931
H 1.95530 1.20574 1.46492
H 0.33387 1.60158 0.58638
H 1.78440 1.19217 -0.33451
H -0.61034 -1.96236 -1.00150
H 1.30653 -0.75588 -1.80979
H -0.31271 -0.43904 1.36886
*
```



No. 9
Computed, not measured: a 2-piece molecular cluster, C2H6O2PS2 overall in a non-equilibrium geometry, with wB97M-V/def2-TZVPD.

Properties
Largest force on an atom in eV/A: 3.5
Orbital gap in Ha: 0.23164
ΔE to the lowest compared entry with this formula, charge and spin in kcal/mol: 42.6
HOMO in eV: -12.405

ORCA input file:
```
! wB97M-V def2-TZVPD RIJCOSX def2/J DEFGRID3
* xyz 1 1
C 0.73697 -2.47657 0.89824
C 1.96778 0.04911 1.03332
O 1.11976 -3.54090 0.94744
O 2.70778 -0.39520 -0.10723
P 0.21956 -0.85022 0.88848
S -3.90574 2.19817 -0.66806
S -0.09082 -0.88816 -1.17621
H -3.58115 1.96481 -1.98628
H 2.44070 -0.36265 1.90735
H 1.95134 1.10335 1.14995
H 2.33691 0.06240 -0.84737
H -4.76016 3.24307 -0.73740
H -1.14294 -0.10721 -1.30221
*
```



No. 10
Computed, not measured: one molecule with the formula C2H6O2S in a non-equilibrium geometry, with wB97M-V/def2-TZVPD.

Properties
Largest force on an atom in eV/A: 2.9
Orbital gap in Ha: 0.41168
SMILES string: CS(C)(=O)=O
ΔE to the lowest compared entry with this formula, charge and spin in kcal/mol: 22.4
HOMO in eV: -10.505

ORCA input file:
```
! wB97M-V def2-TZVPD RIJCOSX def2/J DEFGRID3
* xyz 0 1
C -1.18364 -0.83211 0.62013
S -0.14894 0.08337 -0.82019
C 1.29893 0.74754 0.07356
O -0.94014 1.18661 -1.28982
O 0.29439 -0.89337 -1.77177
H -1.87056 -1.48420 0.10966
H -0.46504 -1.38331 1.20617
H -1.68704 -0.05755 1.17270
H 2.07244 -0.00908 0.08337
H 1.63029 1.62678 -0.46357
H 0.99931 1.01532 1.07977
*
```



No. 11
Computed, not measured: a 2-piece molecular cluster, C2H6O2S overall in a non-equilibrium geometry, with wB97M-V/def2-TZVPD.

Properties
Largest force on an atom in eV/A: 2.7
Orbital gap (alpha / beta) in Ha: 0.30026 / 0.29391
ΔE to the lowest compared entry with this formula, charge and spin in kcal/mol: 161.0
HOMO (alpha / beta) in eV: -8.949 / -8.799

ORCA input file:
```
! wB97M-V def2-TZVPD RIJCOSX def2/J DEFGRID3
* xyz 0 1
C 2.93444 -0.52414 0.18697
C -1.90829 -0.17554 0.11555
O 0.42141 1.50797 0.12382
O -0.62262 -0.78463 -0.09014
S 0.54959 0.22877 -0.51669
H 2.87801 -1.39645 0.87240
H 2.84270 0.47934 0.81968
H -1.91323 0.68644 0.70127
H -2.74849 -0.91396 0.25515
H -2.20283 0.22705 -0.81951
H -0.23068 0.66514 -1.64849
*
```



No. 12
Computed, not measured: a 2-piece molecular cluster, C2H6O2S overall in a non-equilibrium geometry, with wB97M-V/def2-TZVPD.

Properties
Largest force on an atom in eV/A: 4.3
Orbital gap in Ha: 0.36498
ΔE to the lowest compared entry with this formula, charge and spin in kcal/mol: 65.6
HOMO in eV: -9.188

ORCA input file:
```
! wB97M-V def2-TZVPD RIJCOSX def2/J DEFGRID3
* xyz 0 1
C 2.19874 -0.44114 0.06420
C -2.59673 0.21718 -0.08951
O 0.16640 1.12337 -0.79394
O -2.28809 -0.47546 0.82781
S 0.82353 0.79869 0.53205
H 1.79228 -1.41940 -0.00692
H 2.63961 -0.17935 -0.93468
H 2.92165 -0.31677 0.73597
H -3.65819 0.38437 -0.34937
H -1.93517 0.54451 -0.97049
H -0.06402 -0.23600 0.98487
*
```